Run P
DFT (ωB97M-V/def2-TZVPD) results for the ion C4H9N4 with charge +1.

```
! wB97M-V def2-TZVPD RIJCOSX def2/J DEFGRID3
* xyz 1 1
C -0.287 -0.652 2.020
C -0.954 1.317 -1.935
C -1.193 0.884 -0.473
C 1.739 -1.307 0.856
N 0.289 0.662 -2.316
N 0.773 0.016 -1.410
N 0.012 0.087 -0.313
N 0.470 -0.677 1.003
H -1.237 -0.141 2.012
H 0.027 -1.150 2.925
H -1.733 0.998 -2.627
H -0.813 2.393 -2.062
H -1.209 1.722 0.227
H -2.092 0.273 -0.355
H 1.629 -2.393 0.907
H 2.412 -0.987 1.654
H 2.168 -1.045 -0.111
*
```

Calculated values
SMILES: C=[N+](C)N1CCN=N1

And the Löwdin charges, in e, turn out to be: number 1, C, carries 0.185; number 2, C, carries -0.131; number 3, C, carries -0.113; number 4, C, carries 0.004; number 5, N, carries 0.042; number 6, N, carries 0.016; number 7, N, carries -0.051; number 8, N, carries -0.037; number 9, H, carries 0.115; number 10, H, carries 0.134; number 11, H, carries 0.126; number 12, H, carries 0.127; number 13, H, carries 0.123; number 14, H, carries 0.123; number 15, H, carries 0.124; number 16, H, carries 0.122; number 17, H, carries 0.091

Run Q
DFT (ωB97M-V/def2-TZVPD) results for the ion C4H9N4 with charge +1.

```
! wB97M-V def2-TZVPD RIJCOSX def2/J DEFGRID3
* xyz 1 1
C -1.408 1.279 -0.003
C -0.571 -0.925 -0.041
C -0.012 0.585 -0.061
C 0.197 -2.136 -0.205
N -2.358 0.413 0.210
N -1.899 -0.893 0.079
N 0.743 0.747 -1.207
N 0.802 1.061 1.159
H -1.550 2.301 0.041
H 0.942 -2.284 0.536
H 0.912 -2.188 -1.053
H -0.431 -3.013 -0.433
H 0.372 1.449 -1.899
H 1.190 -0.093 -1.525
H 1.804 0.730 1.042
H 0.442 0.807 2.102
H 0.824 2.160 1.259
*
```

Calculated values
SMILES: CC1=NN=C[C@@]1(N)[NH3+]

And the Löwdin charges, in e, turn out to be: number 1, C, carries -0.042; number 2, C, carries -0.222; number 3, C, carries -0.443; number 4, C, carries -0.033; number 5, N, carries 0.063; number 6, N, carries 0.098; number 7, N, carries 0.125; number 8, N, carries 0.228; number 9, H, carries 0.095; number 10, H, carries 0.081; number 11, H, carries 0.100; number 12, H, carries 0.118; number 13, H, carries 0.154; number 14, H, carries 0.089; number 15, H, carries 0.190; number 16, H, carries 0.180; number 17, H, carries 0.220

Going by the energies, run Q is most stable and the next is 34.2 kcal/mol up.

Run P
DFT (ωB97M-V/def2-TZVPD) results for the ion C4H9N4 with charge +1.

```
! wB97M-V def2-TZVPD RIJCOSX def2/J DEFGRID3
* xyz 1 1
C -0.035 -0.832 -1.950
C 1.129 0.180 0.285
C 1.482 1.379 -0.439
C -2.215 0.260 0.366
N 0.352 -1.110 2.113
N -0.248 -0.366 -0.767
N 0.978 -0.142 1.464
N -1.363 -0.545 -0.134
H 0.950 -0.967 -2.528
H -0.981 -1.140 -2.512
H 0.696 2.061 -0.606
H 1.988 1.985 0.296
H 2.114 1.236 -1.307
H -2.952 -0.270 0.898
H -2.311 1.272 0.123
H -0.343 -1.656 1.647
H 0.761 -1.345 3.052
*
```

Calculated values
SMILES: C=N[N+](=C)/C(C)=N\N

And the Löwdin charges, in e, turn out to be: number 1, C, carries 0.112; number 2, C, carries -0.141; number 3, C, carries -0.038; number 4, C, carries 0.113; number 5, N, carries 0.083; number 6, N, carries -0.116; number 7, N, carries 0.036; number 8, N, carries -0.015; number 9, H, carries 0.140; number 10, H, carries 0.128; number 11, H, carries 0.082; number 12, H, carries 0.103; number 13, H, carries 0.098; number 14, H, carries 0.084; number 15, H, carries 0.084; number 16, H, carries 0.091; number 17, H, carries 0.157

Run Q
DFT (ωB97M-V/def2-TZVPD) results for a cluster of 2 separate species, C4H9N4 in total.

```
! wB97M-V def2-TZVPD RIJCOSX def2/J DEFGRID3
* xyz 1 1
C -1.380 -1.297 0.055
C -0.314 -0.461 0.506
C -0.912 1.117 0.298
C 1.042 -0.767 0.684
N -2.404 -0.551 -0.377
N -2.099 0.762 -0.171
N -0.441 2.287 0.698
N 2.044 -0.978 -1.040
H -1.569 -2.407 0.037
H 1.581 0.082 1.220
H 1.114 -1.817 1.096
H -2.866 1.399 -0.347
H 0.512 2.527 0.596
H -0.999 3.146 0.804
H 2.527 -1.804 -0.996
H 2.765 -0.244 -1.185
H 1.401 -0.995 -1.877
*
```

And the Löwdin charges, in e, turn out to be: number 1, C, carries -0.103; number 2, C, carries -0.185; number 3, C, carries -0.193; number 4, C, carries 0.003; number 5, N, carries 0.039; number 6, N, carries 0.024; number 7, N, carries 0.171; number 8, N, carries 0.132; number 9, H, carries 0.145; number 10, H, carries 0.123; number 11, H, carries 0.127; number 12, H, carries 0.173; number 13, H, carries 0.103; number 14, H, carries 0.145; number 15, H, carries 0.045; number 16, H, carries 0.115; number 17, H, carries 0.135

Going by the energies, run Q is most stable and the next is 63.9 kcal/mol up.

Run P
DFT (ωB97M-V/def2-TZVPD) results for the ion C3H10N3S with charge +1.

```
! wB97M-V def2-TZVPD RIJCOSX def2/J DEFGRID3
* xyz 1 1
C -1.593 -0.085 0.076
C 2.005 -0.350 0.946
C 1.325 0.011 -1.319
N -2.887 -0.374 -0.162
N 1.356 0.505 0.039
N -1.300 1.030 0.682
S 0.415 1.697 0.592
H -0.739 -0.867 -0.022
H 3.024 -0.419 0.657
H 1.885 0.193 1.828
H 1.537 -1.293 1.183
H 1.558 0.749 -2.023
H 1.949 -0.803 -1.175
H 0.260 -0.384 -1.651
H -3.021 -1.282 -0.693
H -3.674 0.097 0.134
H -2.103 1.575 0.907
*
```

Calculated values
SMILES: CN(C)S/[NH+]=C/N

And the Löwdin charges, in e, turn out to be: number 1, C, carries -0.229; number 2, C, carries -0.136; number 3, C, carries -0.083; number 4, N, carries 0.162; number 5, N, carries -0.632; number 6, N, carries -0.169; number 7, S, carries 1.039; number 8, H, carries 0.168; number 9, H, carries 0.102; number 10, H, carries 0.052; number 11, H, carries 0.100; number 12, H, carries 0.077; number 13, H, carries 0.066; number 14, H, carries 0.111; number 15, H, carries 0.165; number 16, H, carries 0.095; number 17, H, carries 0.111

Run Q
DFT (ωB97M-V/def2-TZVPD) results for the ion C3H10N3S with charge +1.

```
! wB97M-V def2-TZVPD RIJCOSX def2/J DEFGRID3
* xyz 1 1
C -1.102 0.286 1.365
C 0.713 -1.282 0.702
C 1.281 0.289 -1.619
N 0.211 -0.247 1.610
N -1.335 0.906 0.023
N -1.264 0.172 -1.088
S 0.123 -0.968 -1.190
H -1.843 -0.557 1.385
H -1.207 0.932 2.210
H 1.830 -1.134 0.689
H 0.266 -2.142 0.906
H 0.717 0.840 -2.285
H 2.090 -0.162 -2.103
H 1.516 1.025 -0.868
H 0.957 0.517 1.634
H -0.825 1.754 -0.189
H -2.126 -0.229 -1.182
*
```

And the Löwdin charges, in e, turn out to be: number 1, C, carries -0.188; number 2, C, carries -0.209; number 3, C, carries -0.272; number 4, N, carries -0.078; number 5, N, carries -0.108; number 6, N, carries -0.242; number 7, S, carries 1.156; number 8, H, carries 0.150; number 9, H, carries 0.126; number 10, H, carries 0.133; number 11, H, carries 0.033; number 12, H, carries 0.032; number 13, H, carries 0.051; number 14, H, carries 0.069; number 15, H, carries 0.151; number 16, H, carries 0.126; number 17, H, carries 0.068

Going by the energies, run P is most stable and the next is 29.7 kcal/mol up.

Run P
DFT (ωB97M-V/def2-TZVPD) results for a cluster of 2 separate species, C3H10N3S in total.

```
! wB97M-V def2-TZVPD RIJCOSX def2/J DEFGRID3
* xyz 1 1
C 0.544 1.575 0.370
C 1.381 -2.038 0.531
C 1.368 -0.625 0.147
N -0.159 2.322 1.257
N 0.927 1.863 -0.780
N 0.603 0.213 0.748
S -2.655 -0.288 -0.616
H 0.763 -2.517 -0.271
H 2.477 -2.278 0.596
H 0.938 -2.363 1.463
H 1.972 -0.240 -0.682
H -0.091 3.361 1.322
H -0.129 2.099 2.199
H 0.675 2.784 -1.136
H -3.101 0.046 -1.874
H -0.043 0.011 1.483
H -2.877 -1.573 -0.520
*
```

And the Löwdin charges, in e, turn out to be: number 1, C, carries -0.533; number 2, C, carries -0.007; number 3, C, carries -0.027; number 4, N, carries 0.169; number 5, N, carries 0.182; number 6, N, carries 0.150; number 7, S, carries 0.476; number 8, H, carries 0.132; number 9, H, carries 0.126; number 10, H, carries 0.094; number 11, H, carries 0.162; number 12, H, carries 0.155; number 13, H, carries 0.076; number 14, H, carries 0.094; number 15, H, carries -0.166; number 16, H, carries 0.163; number 17, H, carries -0.245

Run Q
DFT (ωB97M-V/def2-TZVPD) results for a cluster of 2 separate species, C3H10N3S in total.

```
! wB97M-V def2-TZVPD RIJCOSX def2/J DEFGRID3
* xyz 1 1
C -1.865 0.320 0.224
C -2.289 -1.061 -0.129
C -0.412 0.770 -0.219
N -2.586 1.099 0.895
N -0.369 1.001 -1.455
N 0.583 0.789 0.591
S 3.823 -0.458 0.094
H -1.655 -1.656 0.463
H -3.376 -1.165 0.211
H -2.291 -1.307 -1.228
H -2.159 1.987 1.140
H 0.514 1.235 -1.793
H -1.286 1.150 -1.973
H 0.520 0.198 1.408
H 1.538 0.964 0.130
H 5.154 -0.295 -0.052
H 3.893 -0.451 1.406
*
```

And the Löwdin charges, in e, turn out to be: number 1, C, carries -0.368; number 2, C, carries -0.024; number 3, C, carries -0.370; number 4, N, carries 0.200; number 5, N, carries 0.253; number 6, N, carries 0.232; number 7, S, carries 0.505; number 8, H, carries 0.070; number 9, H, carries 0.127; number 10, H, carries 0.109; number 11, H, carries 0.081; number 12, H, carries 0.125; number 13, H, carries 0.205; number 14, H, carries 0.150; number 15, H, carries 0.104; number 16, H, carries -0.178; number 17, H, carries -0.221

Going by the energies, run Q is most stable and the next is 6.8 kcal/mol up.

Run P
DFT (ωB97M-V/def2-TZVPD) results for a cluster of 2 separate species, CBrNO4 in total.

```
! wB97M-V def2-TZVPD RIJCOSX def2/J DEFGRID3
* xyz 0 1
C -1.982 -0.608 0.465
N 0.611 0.590 -0.624
O 0.991 1.692 -0.401
O -2.655 -0.012 1.176
O 1.231 -0.399 -0.392
O -1.431 -1.126 -0.372
Br 3.235 -0.138 0.148
*
```

Calculated values
SMILES: O=NOBr.O=C=O

And the Löwdin charges, in e, turn out to be: number 1, C, carries -0.458; number 2, N, carries -0.238; number 3, O, carries 0.040; number 4, O, carries 0.223; number 5, O, carries -0.327; number 6, O, carries 0.215; number 7, Br, carries 0.546

Run Q
DFT (ωB97M-V/def2-TZVPD) results for a structure of composition CBrNO4.

```
! wB97M-V def2-TZVPD RIJCOSX def2/J DEFGRID3
* xyz 0 1
C 0.620 0.634 -0.348
N -0.872 -0.461 0.029
O -1.723 -0.472 -0.810
O 0.177 1.702 -0.498
O -0.768 -0.954 1.107
O 1.380 -0.282 -0.282
Br 3.658 -0.145 0.156
*
```

And the Löwdin charges, in e, turn out to be: number 1, C, carries -0.528; number 2, N, carries -0.251; number 3, O, carries 0.191; number 4, O, carries 0.235; number 5, O, carries 0.188; number 6, O, carries -0.163; number 7, Br, carries 0.327

Going by the energies, run P is most stable and the next is 36.7 kcal/mol up.

Run P
DFT (ωB97M-V/def2-TZVPD) results for a structure of composition C4H8O4.

```
! wB97M-V def2-TZVPD RIJCOSX def2/J DEFGRID3
* xyz 0 1
C 1.809 1.243 1.244
C 2.517 2.525 2.064
C -1.643 -1.487 -1.184
C -2.697 -2.275 -2.014
H 0.755 -0.292 1.519
H 2.830 3.252 1.111
H 1.497 3.000 2.547
H 3.690 2.383 2.722
H -0.222 -0.291 -1.562
H -3.469 -2.572 -1.284
H -3.203 -1.648 -2.776
H -2.191 -3.148 -2.601
O 1.817 1.112 0.074
O 1.110 0.522 2.068
O -1.689 -1.576 0.039
O -0.912 -0.750 -1.968
*
```

And the Löwdin charges, in e, turn out to be: number 1, C, carries -0.655; number 2, C, carries -0.042; number 3, C, carries -0.574; number 4, C, carries -0.004; number 5, H, carries 0.183; number 6, H, carries 0.094; number 7, H, carries 0.103; number 8, H, carries 0.157; number 9, H, carries 0.086; number 10, H, carries 0.078; number 11, H, carries 0.078; number 12, H, carries 0.115; number 13, O, carries 0.086; number 14, O, carries 0.077; number 15, O, carries 0.062; number 16, O, carries 0.156

Run Q
DFT (ωB97M-V/def2-TZVPD) results for the molecule C4H8O4.

```
! wB97M-V def2-TZVPD RIJCOSX def2/J DEFGRID3
* xyz 0 1
C 0.314 0.246 1.522
C 0.126 -0.913 0.213
C 1.330 -0.925 -0.715
C -1.255 0.983 -0.411
O -0.040 1.746 -0.225
O 0.656 1.444 0.966
O -1.422 0.950 -1.750
O -2.155 0.983 0.391
H -2.372 1.011 -1.930
H 1.147 -0.034 2.165
H -0.686 0.255 1.965
H -0.794 -1.233 -0.276
H 0.212 -1.739 0.928
H 2.245 -0.662 -0.183
H 1.223 -0.195 -1.515
H 1.471 -1.917 -1.146
*
```

Calculated values
SMILES: CCCOOC(=O)O

And the Löwdin charges, in e, turn out to be: number 1, C, carries -0.139; number 2, C, carries -0.185; number 3, C, carries -0.106; number 4, C, carries -0.588; number 5, O, carries 0.032; number 6, O, carries -0.074; number 7, O, carries 0.136; number 8, O, carries 0.124; number 9, H, carries 0.142; number 10, H, carries 0.131; number 11, H, carries 0.103; number 12, H, carries 0.104; number 13, H, carries 0.097; number 14, H, carries 0.079; number 15, H, carries 0.071; number 16, H, carries 0.074

Going by the energies, run P is most stable and the next is 66.6 kcal/mol up.